Here is the molecule C4H6O3S at a distorted geometry from OMol25. Energies are from the ωB97M-V functional and the def2-TZVPD basis.

- E_HOMO: -9.00 eV
- E_LUMO: -0.323 eV
- Calculated total energy: -21217.84920 eV
- ΔE to the lowest compared entry with this formula, charge and spin: 118.4 kcal/mol
- 2S+1: 1
- Orbital gap: 8.67 eV

Bonds (Å) are listed after each position.
Cartesian coordinates (Å):
1 C -0.2988 -1.2634 0.9604  C2 1.600, H5 1.047, H6 1.149, H7 1.250
2 C 0.0915 0.0968 0.2136  C1 1.600, H8 1.179, O11 1.447, O12 1.471
3 C 1.6881 1.4736 0.4323  H9 1.305, O11 1.293, S14 1.643
4 C -1.4101 -0.2141 -1.7171  H10 1.216, O12 1.360, O13 1.420
5 H -0.2076 -1.0786 1.9867  C1 1.047
6 H 0.6021 -1.9402 0.7334  C1 1.149
7 H -1.2169 -1.9177 0.4206  C1 1.250
8 H -0.5620 0.9642 0.6719  C2 1.179
9 H 0.5775 2.1001 0.7085  C3 1.305
10 H -1.1992 0.0542 -2.8844  C4 1.216
11 O 1.5224 0.1920 0.4031  C2 1.447, C3 1.293
12 O -0.1765 0.0912 -1.2327  C2 1.471, C4 1.360
13 O -2.4002 -1.0338 -1.1125  C4 1.420
14 S 2.9897 2.4757 0.4161  C3 1.643